Record 1
{"formula": "C4H8NO3", "method": "ωB97M-V/def2-TZVPD", "orbital_gap_ev": [9.9, 5.0], "e_tot_ha": -437.63063, "e_homo_ev": [-9.35, -9.29], "total_charge": 0, "multiplicity": 2, "elements": ["O", "C", "O", "C", "H", "H", "H", "C", "C", "N", "O", "H", "H", "H", "H", "H"], "coordinates": [[-0.2203, 1.5033, -0.1605], [-0.1924, 1.1663, -1.3699], [0.0917, -0.0164, -1.7536], [-0.4481, 2.2232, -2.4650], [0.5299, 2.5429, -2.8811], [-0.9945, 1.7913, -3.3163], [-0.9989, 3.0674, -2.0404], [-1.1538, -0.9505, 1.4589], [0.2670, -1.2724, 1.5618], [1.0417, -1.2238, 0.4230], [0.7595, -1.6153, 2.6303], [-1.5871, -1.2964, 0.4931], [-1.3001, 0.1353, 1.5412], [-1.6055, -1.5008, 2.2957], [0.7553, -0.7108, -0.4228], [2.0254, -1.4351, 0.5257]], "lowdin_charge": [0.271, -0.563, 0.024, 0.034, 0.105, 0.099, 0.083, -0.027, -0.612, 0.162, 0.024, 0.097, 0.077, 0.095, 0.023, 0.108]}

Record 2
{"formula": "C3H10N2O3", "method": "ωB97M-V/def2-TZVPD", "orbital_gap_ev": 9.7, "e_tot_ha": -455.44719, "e_homo_ev": -9.01, "total_charge": 0, "multiplicity": 1, "elements": ["C", "N", "O", "C", "O", "C", "N", "O", "H", "H", "H", "H", "H", "H", "H", "H", "H", "H"], "coordinates": [[-1.5381, 1.3430, -0.0962], [-0.3212, 0.5621, 0.0220], [-0.4760, -0.6386, -0.7751], [0.7154, -0.3533, -1.7226], [1.6669, -1.3276, -1.5001], [-0.0239, 0.1389, 1.4128], [1.3035, -0.3941, 1.5320], [-0.9720, -0.7784, 1.8598], [-2.4061, 0.7964, 0.2951], [-1.6977, 1.5773, -1.1522], [-1.4004, 2.2696, 0.4673], [1.2388, 0.6034, -1.6743], [0.2083, -0.4145, -2.6845], [1.2490, -2.1957, -1.5668], [-0.1213, 1.0291, 2.0420], [1.5100, -1.0312, 0.7676], [1.9993, 0.3421, 1.5287], [-0.9344, -1.5284, 1.2445]], "lowdin_charge": [-0.067, -0.203, -0.108, -0.213, -0.026, -0.478, 0.091, 0.000, 0.088, 0.087, 0.090, 0.131, 0.115, 0.106, 0.154, 0.057, 0.081, 0.094]}

Record 3
{"formula": "C6H7BrN2", "method": "ωB97M-V/def2-TZVPD", "orbital_gap_ev": 9.4, "e_tot_ha": -2916.24740, "e_homo_ev": -9.30, "total_charge": 0, "multiplicity": 1, "elements": ["Br", "N", "N", "C", "C", "C", "C", "C", "C", "H", "H", "H", "H", "H", "H", "H"], "coordinates": [[3.1848, 0.9481, -0.0568], [1.9521, -0.4214, -0.0327], [2.3681, -1.6826, -0.0071], [1.2717, -2.4114, 0.0165], [0.1221, -1.6050, 0.0054], [0.6103, -0.3242, -0.0330], [-0.2263, 1.2151, 0.0312], [-1.5289, 1.2464, 0.7453], [-1.4894, 1.2894, -0.7535], [1.3368, -3.4804, 0.0486], [-0.9006, -1.9157, 0.0183], [0.4837, 2.0227, 0.0661], [-1.7820, 2.1485, 1.2817], [-1.8757, 0.3432, 1.2226], [-1.8047, 0.4113, -1.2954], [-1.7219, 2.2159, -1.2571]], "lowdin_charge": [0.799, -0.587, -0.010, -0.169, -0.057, -0.196, -0.180, -0.132, -0.133, 0.098, 0.094, 0.078, 0.098, 0.098, 0.099, 0.097]}

Record 4
{"formula": "C13H23ClI2MnNP2", "method": "ωB97M-V/def2-TZVPD", "orbital_gap_ev": [5.5, 3.7], "e_tot_ha": -3452.40203, "e_homo_ev": [-13.83, -13.96], "total_charge": 2, "multiplicity": 5, "elements": ["I", "I", "Mn", "P", "C", "C", "H", "H", "H", "H", "H", "H", "C", "H", "H", "H", "P", "C", "C", "H", "H", "H", "C", "H", "H", "H", "H", "H", "H", "Cl", "N", "C", "C", "C", "C", "C", "C", "C", "H", "H", "H", "H", "H"], "coordinates": [[-1.4619, -1.7711, -0.1341], [-0.2291, -1.8751, 2.0024], [-0.2422, 3.2550, -0.2537], [1.1954, 2.6368, -1.8220], [1.3265, 0.8182, -1.4643], [0.8915, 3.0173, -3.6004], [1.7792, 2.9433, -4.2351], [3.5040, 3.5710, -1.7804], [0.4741, 4.0211, -3.6517], [2.2803, 4.6875, -1.1084], [0.4449, 0.2943, -1.8653], [0.1075, 2.2942, -3.9452], [2.6092, 3.6377, -1.1723], [2.2046, 0.3096, -1.8486], [2.8226, 3.2864, -0.1339], [1.3686, 0.6063, -0.3868], [-2.1714, 2.6629, 0.7146], [-1.9829, 0.9080, 1.1341], [-1.8567, 3.6125, 2.2373], [-3.6772, 3.9934, -0.5226], [-4.6295, 2.8837, 0.5211], [-3.8231, 2.2723, -0.9986], [-3.7559, 2.9779, -0.1396], [-1.7165, 4.6633, 1.9231], [-2.6721, 3.5315, 2.9462], [-2.6676, 0.3371, 1.7413], [-0.9549, 0.6504, 1.4903], [-0.9117, 3.2455, 2.6890], [-2.1382, 0.4354, 0.1330], [-0.8146, 5.2755, -1.0113], [1.5780, -2.0465, 0.0243], [0.8610, -3.0425, -0.0171], [0.7430, -4.4014, 0.4805], [1.7456, -5.2253, -0.1277], [2.1003, -6.3973, 0.5085], [1.3907, -6.8626, 1.6495], [0.3816, -6.0818, 2.1814], [-0.0052, -4.8859, 1.5456], [2.2242, -4.8528, -1.0605], [2.9734, -6.8678, 0.1509], [1.6851, -7.8041, 2.1389], [-0.0805, -6.3454, 3.1400], [-0.9000, -4.3683, 1.9276]], "lowdin_charge": [0.894, 1.073, 0.156, 0.735, -0.275, -0.219, 0.059, 0.051, 0.037, 0.043, 0.022, 0.065, -0.240, 0.049, 0.060, 0.016, 0.704, -0.474, -0.252, 0.037, 0.066, 0.066, -0.214, 0.045, 0.055, 0.034, -0.052, 0.059, -0.116, 0.036, 0.057, -0.579, -0.319, -0.004, -0.023, -0.014, -0.044, -0.147, 0.143, 0.108, 0.134, 0.129, 0.040]}